1.
An isolated molecule of C21H28N2O3, computed with ωB97M-V/def2-TZVPD.

Each line ends with the Löwdin charge.
Cartesian coordinates (Å):
C (-6.595, -2.652, -0.703)  -0.064
C (-6.068, -2.220, 0.659)  -0.225
H (-5.727, -3.095, 1.223)  0.120
H (-6.836, -1.688, 1.226)  0.122
O (-4.991, -1.299, 0.536)  -0.011
C (-3.765, -1.825, 0.333)  -0.438
O (-3.563, -3.018, 0.272)  0.094
C (-2.757, -0.782, 0.208)  -0.079
C (-1.393, -0.964, 0.027)  -0.185
N (-0.811, 0.262, -0.032)  -0.007
C (-1.778, 1.239, 0.098)  -0.177
C (-2.990, 0.615, 0.241)  0.044
H (-3.939, 1.089, 0.383)  0.119
C (-1.517, 2.673, 0.076)  -0.168
C (-2.347, 3.502, -0.678)  -0.026
C (-2.145, 4.868, -0.704)  -0.081
C (-1.109, 5.434, 0.022)  -0.093
C (-0.289, 4.623, 0.788)  -0.082
C (-0.491, 3.256, 0.820)  -0.040
H (0.127, 2.639, 1.455)  0.101
H (0.509, 5.060, 1.372)  0.103
H (-0.948, 6.501, -0.001)  0.100
H (-2.795, 5.497, -1.295)  0.103
H (-3.149, 3.059, -1.250)  0.115
C (0.583, 0.490, -0.302)  -0.112
H (0.901, -0.216, -1.076)  0.125
H (0.683, 1.503, -0.701)  0.125
C (1.468, 0.313, 0.954)  -0.067
C (2.494, -0.800, 0.775)  -0.512
O (2.446, -1.848, 1.382)  0.062
N (3.446, -0.511, -0.135)  0.086
H (3.436, 0.383, -0.602)  0.152
C (4.510, -1.426, -0.500)  -0.382
C (4.374, -1.821, -1.970)  -0.047
H (5.136, -2.547, -2.235)  0.078
H (3.397, -2.263, -2.152)  0.077
H (4.489, -0.948, -2.611)  0.078
C (5.876, -0.795, -0.213)  -0.219
C (6.069, -0.493, 1.268)  -0.097
H (7.051, -0.060, 1.443)  0.069
H (5.316, 0.208, 1.621)  0.066
H (5.982, -1.405, 1.854)  0.078
H (6.652, -1.484, -0.548)  0.112
H (5.974, 0.126, -0.795)  0.111
H (4.370, -2.307, 0.135)  0.145
H (0.840, 0.051, 1.807)  0.132
H (1.996, 1.240, 1.186)  0.111
C (-0.630, -2.228, -0.111)  0.016
H (0.167, -2.297, 0.628)  0.074
H (-0.179, -2.303, -1.102)  0.092
H (-1.313, -3.061, 0.023)  0.076
H (-6.890, -1.782, -1.285)  0.076
H (-7.455, -3.304, -0.573)  0.075
H (-5.820, -3.192, -1.242)  0.074

For the energy above the lowest of the compared OMol25 structures with the same formula, charge and spin, the calculation gives 1.046 eV. Its HOMO energy is -7.84 eV. The calculation puts the LUMO energy at 0.53 eV. The value obtained for the HOMO-LUMO gap is 8.373 eV.

2.
A structure of composition C42H33Cl4N5O3SSr, computed with ωB97M-V/def2-TZVPD.

Each line ends with the Löwdin charge.
Cartesian coordinates (Å):
Sr (0.321, -0.518, 0.271)  1.338
C (0.295, 1.301, 3.236)  -0.150
N (-0.563, 1.563, 2.083)  -0.187
C (-0.064, 2.706, 1.327)  -0.148
C (-0.725, 2.841, -0.018)  -0.258
C (-1.183, 4.054, -0.517)  -0.033
C (-1.743, 4.084, -1.786)  -0.085
C (-1.828, 2.911, -2.518)  -0.061
C (-1.338, 1.741, -1.951)  -0.112
N (-0.808, 1.719, -0.734)  0.067
C (-1.975, 1.660, 2.422)  -0.121
C (-2.860, 1.088, 1.337)  -0.279
C (-3.864, 1.822, 0.724)  -0.044
C (-4.594, 1.228, -0.296)  -0.081
C (-4.309, -0.078, -0.652)  -0.052
C (-3.297, -0.742, 0.033)  -0.104
N (-2.589, -0.173, 1.001)  0.121
C (0.029, -0.057, 3.829)  -0.268
C (-0.079, -0.249, 5.202)  -0.037
C (-0.293, -1.530, 5.687)  -0.090
C (-0.408, -2.578, 4.787)  -0.069
C (-0.294, -2.299, 3.431)  -0.105
N (-0.073, -1.072, 2.969)  0.087
H (1.325, 1.293, 2.848)  0.093
H (0.182, 2.073, 4.017)  0.124
H (-0.169, 3.648, 1.894)  0.125
H (1.001, 2.480, 1.144)  0.089
H (-1.101, 4.952, 0.084)  0.102
H (-2.111, 5.017, -2.198)  0.094
H (-2.259, 2.895, -3.511)  0.096
H (-1.358, 0.782, -2.463)  0.104
H (-2.153, 1.069, 3.323)  0.126
H (-2.268, 2.700, 2.645)  0.122
H (-4.036, 2.852, 1.012)  0.104
H (-5.362, 1.788, -0.816)  0.098
H (-4.832, -0.577, -1.457)  0.104
H (-3.037, -1.764, -0.215)  0.106
H (0.010, 0.598, 5.871)  0.102
H (-0.376, -1.704, 6.753)  0.093
H (-0.586, -3.592, 5.119)  0.094
H (-0.381, -3.065, 2.665)  0.087
Cl (-2.918, -5.436, -4.233)  0.573
C (-2.194, -4.707, -2.826)  -0.744
C (-1.971, -5.450, -1.689)  -0.748
Cl (-2.403, -7.137, -1.637)  0.573
C (-1.399, -4.830, -0.561)  -0.624
Cl (-1.061, -5.767, 0.875)  0.618
C (-1.018, -3.483, -0.535)  -0.468
O (-0.449, -2.921, 0.467)  -0.234
C (-1.264, -2.688, -1.743)  -0.485
O (-0.915, -1.455, -1.750)  -0.237
C (-1.848, -3.341, -2.834)  -0.624
Cl (-2.103, -2.383, -4.273)  0.609
O (1.448, 0.347, -2.120)  -0.560
S (2.341, -0.561, -2.900)  1.012
C (4.018, -0.025, -2.552)  -0.379
C (5.058, -0.489, -3.345)  -0.106
C (6.358, -0.122, -3.028)  -0.111
C (6.595, 0.691, -1.924)  -0.091
C (5.542, 1.156, -1.147)  -0.042
C (4.233, 0.814, -1.471)  -0.060
C (2.408, -2.125, -2.031)  -0.372
C (2.956, -2.224, -0.753)  -0.087
C (2.851, -3.432, -0.084)  -0.063
C (2.224, -4.520, -0.682)  -0.078
C (1.685, -4.409, -1.954)  -0.075
C (1.771, -3.200, -2.632)  -0.085
H (4.851, -1.141, -4.187)  0.101
H (7.185, -0.479, -3.631)  0.088
H (7.613, 0.955, -1.660)  0.093
H (5.726, 1.760, -0.265)  0.087
H (3.394, 1.121, -0.849)  0.077
H (3.381, -1.357, -0.253)  0.084
H (3.232, -3.509, 0.927)  0.109
H (2.110, -5.446, -0.132)  0.098
H (1.147, -5.238, -2.396)  0.110
H (1.301, -3.075, -3.601)  0.110
N (2.364, 0.536, 1.095)  -0.193
C (3.449, 1.037, 1.600)  -0.581
C (4.533, 0.236, 2.185)  -0.094
C (5.744, 0.756, 2.572)  -0.190
C (6.034, 2.131, 2.487)  -0.214
C (5.010, 2.960, 2.014)  -0.206
C (3.787, 2.466, 1.610)  -0.111
H (4.354, -0.835, 2.262)  0.070
H (6.505, 0.078, 2.957)  0.072
H (6.990, 2.532, 2.804)  0.047
H (5.188, 4.033, 1.948)  0.073
H (3.047, 3.153, 1.202)  0.066

The net charge is -2. For the energy above the lowest of the compared OMol25 structures with the same formula, charge and spin, the calculation gives 0.263 eV. Its HOMO energy is 0.00 eV. The calculation puts the LUMO energy at 4.06 eV. The value obtained for the HOMO-LUMO gap is 4.063 eV.

3.
A cluster of 2 separate species, C2H6P2S in total at a distorted geometry, computed with ωB97M-V/def2-TZVPD.

Each line ends with the Löwdin charge.
Cartesian coordinates (Å):
C (0.365, -0.109, 0.716)  -0.719
C (-0.667, 0.225, -0.163)  -0.855
P (2.836, 0.586, 0.201)  0.612
P (-2.393, 0.741, 0.150)  0.791
S (-0.162, -1.617, -0.001)  0.752
H (0.411, -0.078, 1.822)  0.068
H (-0.300, 0.482, -1.098)  0.011
H (2.192, 0.612, -1.022)  -0.232
H (2.641, -0.827, 0.074)  -0.209
H (-2.534, 0.389, 1.522)  -0.096
H (-2.965, -0.434, -0.296)  -0.124

For the energy above the lowest of the compared OMol25 structures with the same formula, charge and spin, the calculation gives 2.961 eV. The spin multiplicity is 3. Its HOMO energy (spin up / spin down) is -6.75 / -9.38 eV. The calculation puts the LUMO energy (spin up / spin down) at 0.56 / -2.07 eV. The value obtained for the HOMO-LUMO gap (spin up / spin down) is 7.309 / 7.308 eV.